This record from OMol25 describes an isolated molecule of C4H8ClOPS in a non-equilibrium geometry. The level of theory is ωB97M-V with the def2-TZVPD basis set.

```
16
Properties=species:S:1:pos:R:3:mulliken_charge:R:1
C 0.352 0.123 0.766 -0.88
C -1.009 -0.506 1.138 -0.54
C 0.730 -0.061 -0.818 0.56
C 2.127 0.267 -0.976 -1.33
O -0.098 0.766 -1.501 -0.64
P -2.498 0.110 0.094 0.65
S -3.953 -1.137 -0.051 -0.26
Cl -3.345 1.929 0.223 -0.15
H 0.509 1.184 0.964 0.38
H 1.191 -0.479 1.191 0.37
H -1.173 -1.590 0.743 0.29
H -1.176 -0.393 2.255 0.40
H 0.658 -1.248 -0.913 0.14
H 2.408 1.356 -0.718 0.29
H 2.553 0.096 -2.023 0.33
H 2.726 -0.417 -0.373 0.38
```

Summary:
Relative energy (zero: lowest compared OMol25 entry of this formula, charge and spin): 104.1 kcal per mole
Gap between HOMO and LUMO (spin up / spin down): 5.86 / 5.86 eV
Total energy: -38968.594 eV
HOMO (spin up / spin down): -8.4 / -8.4 eV
Lowest unoccupied orbital energy (spin up / spin down): -2.5 / -2.5 eV